<a>
C40H40N8 | ωB97M-V/def2-TZVPD

```
! RIJCOSX wB97M-V def2-TZVPD def2/J DEFGRID3
* xyz 0 1
N 2.85560 -2.68769 3.60129
C 2.61944 -1.82701 4.61562
C 1.34570 -1.40331 5.00818
C 0.26689 -1.79186 4.23068
C 0.47604 -2.64705 3.16456
C 1.79919 -3.07937 2.84262
H 3.43503 -1.63940 5.29827
H 1.17450 -0.97303 5.98386
H -0.73492 -1.63860 4.60390
H -0.39711 -3.07741 2.69681
H 1.91083 -3.94411 2.20531
N -3.23776 -2.46474 3.27884
C -3.54833 -3.02502 4.46197
C -4.12990 -2.36307 5.57249
C -4.37653 -0.99093 5.46246
C -4.00488 -0.38167 4.25251
C -3.43010 -1.15193 3.24193
H -3.53741 -4.10392 4.50949
H -4.43160 -2.90666 6.45561
H -4.88370 -0.49713 6.27815
H -4.12670 0.68575 4.14220
H -2.95584 -0.66296 2.40385
N -0.67545 6.52281 -1.03544
C 0.00672 5.48265 -1.65282
C -0.56656 4.48679 -2.49928
C -1.93597 4.57961 -2.59689
C -2.71114 5.55157 -1.86409
C -2.03460 6.49863 -1.05842
H 1.07556 5.53992 -1.50899
H 0.07700 3.86072 -3.09949
H -2.36508 3.84371 -3.26075
H -3.78155 5.43016 -1.94081
H -2.63278 7.27999 -0.61338
N 4.20701 1.43110 -0.43275
C 3.21856 1.10716 0.39430
C 3.36430 0.07098 1.34398
C 4.66724 -0.53413 1.46680
C 5.70796 -0.13153 0.62469
C 5.44684 0.91528 -0.27648
H 2.27655 1.62343 0.28262
H 2.56271 -0.17718 2.02388
H 4.83284 -1.35766 2.14560
H 6.66774 -0.62650 0.63998
H 6.17855 1.28582 -0.97912
N 2.89214 -1.36716 -6.91689
C 2.35875 -1.99773 -8.04026
C 0.96885 -2.31032 -8.16464
C 0.15067 -2.08416 -7.07772
C 0.69483 -1.54623 -5.88472
C 2.05053 -1.18495 -5.84747
H 2.99738 -2.25563 -8.87215
H 0.59701 -2.72795 -9.08861
H -0.88908 -2.37217 -7.12646
H 0.08198 -1.36485 -5.01413
H 2.49546 -0.80778 -4.93853
N -0.79029 0.69785 -2.17326
C -1.55703 1.20547 -1.16847
C -1.32560 0.89480 0.19056
C -0.42361 -0.03887 0.55550
C 0.33708 -0.64144 -0.44761
C 0.14171 -0.26585 -1.80980
H -2.27493 1.90805 -1.56521
H -1.93287 1.36402 0.95046
H -0.30043 -0.20129 1.61609
H 1.14696 -1.31382 -0.20596
H 0.76719 -0.73064 -2.55756
N 3.22861 -2.37880 -2.96195
C 3.46452 -2.26252 -1.63036
C 3.75222 -3.30294 -0.76415
C 3.79326 -4.61396 -1.31046
C 3.52500 -4.78113 -2.69781
C 3.34838 -3.62124 -3.47196
H 3.38743 -1.23889 -1.29474
H 4.07665 -3.07904 0.24134
H 4.10443 -5.45655 -0.71077
H 3.44850 -5.77386 -3.11618
H 3.13223 -3.68784 -4.52801
N -4.33925 2.54124 1.03819
C -3.90632 3.77233 1.26738
C -4.26818 4.58492 2.38607
C -5.17544 4.01342 3.27701
C -5.73286 2.76703 2.97593
C -5.28118 2.10126 1.86838
H -3.17664 4.10396 0.54350
H -3.84887 5.56068 2.58218
H -5.43190 4.50656 4.20299
H -6.46742 2.22135 3.54957
H -5.49466 1.05203 1.72716
*
```

The calculation puts the highest occupied orbital energy at -9.184 eV. As for the HOMO-LUMO gap: 9.640 eV.

=====

<b>
C40H40N8 | ωB97M-V/def2-TZVPD

```
! RIJCOSX wB97M-V def2-TZVPD def2/J DEFGRID3
* xyz 0 1
N 0.92502 -15.34819 39.83194
C 0.56329 -16.63402 39.75280
C 1.53385 -17.61655 39.06790
C 2.72455 -17.24856 38.62380
C 3.01669 -15.92051 38.79267
C 2.21503 -15.07715 39.43930
H -0.44428 -16.96556 39.84712
H 1.22863 -18.59782 38.93989
H 3.52443 -17.99802 38.43719
H 3.98443 -15.49545 38.40198
H 2.46440 -13.98161 39.61659
N 3.45459 -17.09739 33.96189
C 4.04412 -16.66925 35.11286
C 5.33837 -16.60918 35.35063
C 6.20136 -16.67215 34.24421
C 5.64238 -17.03975 32.92547
C 4.21350 -17.29826 32.90903
H 3.41635 -16.52124 35.92380
H 5.61873 -16.10869 36.40969
H 7.20691 -16.50629 34.40874
H 6.00302 -17.06656 31.88310
H 3.80508 -17.58614 32.07717
N 7.80882 -7.74705 34.71354
C 8.75113 -8.78102 34.38128
C 8.32902 -10.16085 34.09978
C 6.99442 -10.42584 33.87285
C 6.01678 -9.39667 33.91244
C 6.50151 -8.10944 34.40318
H 9.85933 -8.58922 34.58490
H 9.07338 -10.80619 34.08657
H 6.70872 -11.40570 33.64160
H 5.07801 -9.74471 33.73737
H 5.83510 -7.31706 34.59874
N 4.53251 -5.29723 38.48021
C 5.14857 -6.19498 39.21057
C 5.36511 -7.53154 38.74015
C 4.93708 -7.88089 37.51603
C 4.35311 -6.83869 36.68018
C 4.13177 -5.59747 37.23008
H 5.58313 -5.98435 40.11024
H 5.70462 -8.36705 39.17487
H 4.77346 -8.78614 36.93342
H 4.03957 -7.00908 35.62995
H 3.63650 -4.73345 36.69079
N 5.34827 -10.81968 42.61076
C 4.29108 -11.69911 42.56655
C 3.96181 -12.42888 41.44588
C 4.76767 -12.27945 40.34375
C 5.70769 -11.32955 40.35216
C 6.04438 -10.63308 41.53310
H 3.85844 -11.93403 43.68069
H 3.06236 -13.20042 41.56929
H 4.52679 -12.85756 39.56859
H 6.32580 -11.41946 39.45364
H 6.86992 -9.73828 41.86061
N 3.55461 -12.02441 36.97559
C 2.89584 -11.03336 36.36931
C 2.77379 -11.00161 34.91061
C 3.49224 -11.98075 34.18386
C 4.33789 -12.96940 34.82767
C 4.28131 -12.88937 36.21713
H 2.31204 -10.28473 36.92270
H 2.09005 -10.38205 34.31458
H 3.36750 -11.88783 33.18828
H 4.75127 -13.74104 34.32970
H 4.65247 -13.72389 36.88122
N 0.63636 -7.99185 34.31171
C -0.26707 -8.37056 33.41832
C -1.35901 -9.05769 33.84457
C -1.52668 -9.60769 35.16433
C -0.43878 -9.18625 36.04833
C 0.60129 -8.44807 35.56818
H -0.30661 -8.17589 32.44718
H -2.15998 -9.34951 33.13940
H -2.50237 -10.14681 35.43721
H -0.53533 -9.77039 37.02352
H 1.30410 -8.00662 36.23612
N 0.83296 -10.13908 39.37073
C 0.64960 -11.40039 40.00635
C -0.48619 -11.68464 40.68548
C -1.53876 -10.71121 40.78867
C -1.36751 -9.48432 40.25918
C -0.15681 -9.21379 39.47184
H 1.45914 -11.97443 39.97337
H -0.56244 -12.78160 41.11026
H -2.48857 -11.02796 41.25844
H -2.21980 -8.77189 40.36674
H -0.09700 -8.37497 38.94780
*
```

The calculation puts the highest occupied orbital energy at -9.234 eV. As for the HOMO-LUMO gap: 9.597 eV.

=====

Tell me which of them is the least stable. Sure, it is <b>.

=====

<a>
CHCl3S | ωB97M-V/def2-TZVPD

```
! RIJCOSX wB97M-V def2-TZVPD def2/J DEFGRID3
* xyz 0 1
C -1.17689 0.08948 -0.08764
S -1.83598 -1.02285 -1.04480
Cl 1.91244 -0.78154 -0.07072
Cl -1.15921 0.02167 1.61471
Cl -0.43935 1.52974 -0.68869
H 2.69899 0.16350 0.27714
*
```

The calculation puts the highest occupied orbital energy at -9.539 eV. As for the HOMO-LUMO gap: 8.692 eV.

=====

<b>
CHCl3S | ωB97M-V/def2-TZVPD

```
! RIJCOSX wB97M-V def2-TZVPD def2/J DEFGRID3
* xyz 0 1
C -0.59800 0.14638 -0.27732
S 0.56641 -0.82451 -1.14481
Cl -0.38838 0.18526 1.50745
Cl -2.25209 -0.39051 -0.57820
Cl 3.21436 -0.27930 0.89997
H -0.54230 1.16269 -0.40709
*
```

The calculation puts the highest occupied orbital energy (alpha / beta) at -10.094 / -10.078 eV. As for the HOMO-LUMO gap (alpha / beta): 5.189 / 5.156 eV.

=====

Tell me which of them is the least stable. Sure, it is <b>.

=====

<a>
C3H9N3OS | ωB97M-V/def2-TZVPD

```
! RIJCOSX wB97M-V def2-TZVPD def2/J DEFGRID3
* xyz 0 1
C 2.50801 -0.36115 -1.18982
C 1.77695 -0.54951 0.06810
C 0.27344 -0.18138 -0.14970
H 2.79639 0.80584 -1.36829
H 2.17703 -0.88332 -2.09978
H 3.49184 -0.88970 -0.94744
H 1.73933 -1.59429 0.48581
H 2.07093 -0.23874 2.17905
H 2.25950 1.14679 1.53150
H 0.79761 2.00322 -0.22310
H -1.93633 2.62880 -0.68982
H -2.87645 0.00189 -1.13255
N 2.42901 0.02619 1.31367
N -0.02256 1.18988 -0.53633
N -0.71715 -0.92993 0.16023
O -1.29445 1.87590 0.26491
S -2.45873 -0.83991 0.07568
*
```

The calculation puts the highest occupied orbital energy at -8.133 eV. As for the HOMO-LUMO gap: 7.911 eV.

=====

<b>
C3H9N3OS | ωB97M-V/def2-TZVPD

```
! RIJCOSX wB97M-V def2-TZVPD def2/J DEFGRID3
* xyz 0 1
C -1.14214 1.06881 0.10038
C -1.36002 -0.47250 -0.00752
C 0.14953 1.60019 -0.44339
N 2.45478 0.40406 1.03251
N -0.26348 -1.18370 0.56636
N 0.06684 -2.41101 0.03338
O 1.80183 -0.55090 -1.15577
S 1.30082 0.14389 0.02900
H -2.10362 1.68389 -0.15162
H -1.18832 1.24652 1.16984
H -2.26399 -0.79269 0.41178
H -1.49782 -0.83334 -1.01108
H 0.09189 1.51770 -1.60730
H 0.64822 2.47860 -0.09057
H 2.10018 1.20115 1.57141
H 0.89703 -2.67964 0.46953
H 0.30825 -2.42104 -0.91693
*
```

The calculation puts the highest occupied orbital energy (alpha / beta) at -8.380 / -8.380 eV. As for the HOMO-LUMO gap (alpha / beta): 8.853 / 8.852 eV.

=====

<c>
C3H9N3OS | ωB97M-V/def2-TZVPD

```
! RIJCOSX wB97M-V def2-TZVPD def2/J DEFGRID3
* xyz 0 1
C -0.72383 0.84414 -2.55450
C -0.37606 1.99663 -0.50518
C 1.16138 -1.34847 0.71282
H -0.41781 -0.25151 -1.97675
H 0.24325 1.06856 -3.15533
H -1.54736 0.79420 -3.41912
H 0.70864 2.06304 -0.93161
H -0.72056 3.01141 -0.08273
H 1.95546 -2.05260 0.49604
H 1.25075 -2.69277 2.04461
H -1.24166 -1.82216 2.46208
H -0.20787 -0.48073 3.15750
N 0.76412 -0.41825 -0.10365
N 0.77443 -1.74086 1.92615
N -0.28283 -1.46577 2.85172
O -1.13763 1.76293 -1.61262
S -0.20241 0.73223 0.69058
*
```

The calculation puts the highest occupied orbital energy at -7.896 eV. As for the HOMO-LUMO gap: 8.561 eV.

=====

Tell me which of them is the least stable. Sure, it is <a>.

=====

<a>
C3H3FOS | ωB97M-V/def2-TZVPD

```
! RIJCOSX wB97M-V def2-TZVPD def2/J DEFGRID3
* xyz 0 1
C 1.11152 -0.18651 0.67903
C -0.13425 -0.67481 0.71560
C -0.94745 0.59693 -1.03023
H 1.58634 0.26853 -0.23189
H -0.54178 -1.33151 1.50896
H -0.28414 1.31973 -0.56481
O -0.97786 -0.58165 -0.37677
F 1.99357 -0.36017 1.65937
S -1.80596 0.94945 -2.35926
*
```

The calculation puts the highest occupied orbital energy at -9.203 eV. As for the HOMO-LUMO gap: 9.178 eV.

=====

<b>
C3H3FOS | ωB97M-V/def2-TZVPD

```
! RIJCOSX wB97M-V def2-TZVPD def2/J DEFGRID3
* xyz 0 1
C -0.95161 -0.58777 -0.00765
C 0.40063 0.08383 -0.02404
C 0.66736 1.38980 0.01236
H 0.13895 -2.10613 0.03525
H 1.69525 1.68639 0.01786
H -0.14708 2.12388 -0.01354
O -0.83029 -1.90615 0.00408
F 1.40475 -0.84374 -0.01565
S -2.37797 0.15990 -0.00867
*
```

The calculation puts the highest occupied orbital energy at -9.159 eV. As for the HOMO-LUMO gap: 8.674 eV.

=====

<c>
C3H3FOS | ωB97M-V/def2-TZVPD

```
! RIJCOSX wB97M-V def2-TZVPD def2/J DEFGRID3
* xyz 0 1
C -0.57528 -0.78905 -0.32141
C -1.18222 0.65576 -0.52154
C 0.62986 -0.36358 0.43346
H -1.32778 -1.39589 0.22946
H -0.93459 1.05837 -1.50505
H -2.19441 0.76545 -0.24091
O 1.56606 -0.88443 0.93119
F -0.18207 -1.28753 -1.55092
S 0.02079 1.32603 0.65514
*
```

The calculation puts the highest occupied orbital energy at -9.902 eV. As for the HOMO-LUMO gap: 10.215 eV.

=====

Tell me which of them is the least stable. Sure, it is <a>.